(1)
ORCA calculation (ωB97M-V/def2-TZVPD) on a molecular structure, C40H52IrN9OS2Te.

XYZ file:
```
106
Properties=species:S:1:pos:R:3:lowdin_charge:R:1
Ir -0.9827 -1.6534 1.6506 0.931
C -4.9018 1.0400 0.4054 -0.013
C -3.7260 0.1285 0.2422 -0.250
N -3.1042 -0.3763 1.2493 -0.035
N -3.6389 -0.0409 2.4992 -0.022
C -2.7472 0.2664 3.3903 -0.817
N -3.1287 0.5843 4.6505 0.100
S -1.0082 0.2491 3.0931 0.652
C -3.3035 -0.1780 -1.1614 -0.262
C -4.0843 0.2353 -2.2380 -0.003
C -3.6638 -0.0587 -3.5257 -0.033
C -2.4776 -0.7514 -3.7021 -0.037
C -1.7689 -1.1272 -2.5708 -0.169
N -2.1718 -0.8434 -1.3374 0.086
H -5.0833 1.2525 1.4522 0.071
H -5.8004 0.5884 -0.0183 0.099
H -4.7277 1.9754 -0.1293 0.098
H -4.1051 0.7783 4.8105 0.116
H -2.4591 0.9784 5.2882 0.093
H -5.0044 0.7762 -2.0757 0.113
H -4.2528 0.2540 -4.3770 0.123
H -2.1046 -0.9934 -4.6869 0.122
H -0.8424 -1.6842 -2.6517 0.106
N 0.5833 -2.2598 2.8316 -0.113
C 0.6935 -3.6898 3.2165 -0.197
C -0.4043 -4.0385 4.2084 -0.163
C -1.7966 -3.9902 3.6026 -0.252
N -2.1960 -2.6338 3.1261 -0.135
H 1.4276 -1.9565 2.3535 0.071
H 0.5119 -1.6983 3.6842 0.061
H 1.6731 -3.8473 3.6722 0.134
H 0.6326 -4.2886 2.3088 0.105
H -0.3257 -3.4004 5.0965 0.125
H -0.2421 -5.0609 4.5522 0.132
H -2.5448 -4.3456 4.3131 0.132
H -1.8199 -4.6656 2.7552 0.026
H -2.1846 -2.0068 3.9301 0.067
H -3.1642 -2.6685 2.8143 0.090
C -0.4876 -4.8860 -2.2534 0.005
N -1.8356 -4.3355 -2.1651 -0.105
C -2.7431 -4.2625 -3.2059 -0.028
C -3.8834 -3.7380 -2.7093 -0.044
N -3.6495 -3.5085 -1.3699 0.094
C -2.4018 -3.8859 -1.0309 -0.713
S -1.7110 -3.9274 0.5307 0.733
H -0.5093 -5.9593 -2.0744 0.109
H 0.1365 -4.4101 -1.4995 0.060
H -0.0949 -4.6882 -3.2475 0.103
H -2.4993 -4.5943 -4.1979 0.138
H -4.8237 -3.5226 -3.1806 0.132
H -4.3137 -3.1750 -0.6909 0.160
C 2.3428 4.8745 -4.5776 -0.028
C 1.9179 3.8920 -3.5260 -0.236
C 2.8382 3.3317 -2.6537 0.010
C 2.4678 2.4417 -1.6507 -0.269
C 3.5489 1.8305 -0.8111 -0.033
C 1.1122 2.1301 -1.5270 -0.348
Te 0.2563 1.2000 0.1674 1.830
N 0.4814 -0.7718 0.3482 -0.429
C 1.3232 -1.6566 -0.3130 -0.597
O 1.4188 -2.8295 0.0458 -0.004
C 2.1901 -1.2165 -1.4506 -0.189
C 3.5377 -1.5750 -1.4239 -0.028
C 4.3716 -1.2187 -2.4690 -0.056
C 3.8583 -0.5388 -3.5677 -0.057
C 2.5092 -0.2264 -3.6222 -0.056
C 1.6788 -0.5616 -2.5615 -0.068
C 1.5156 2.0361 1.6533 -0.354
C 2.5744 1.4353 2.3362 -0.283
C 3.2529 0.1411 1.9708 -0.049
C 3.1224 2.1248 3.4182 0.001
C 2.6746 3.3716 3.8154 -0.239
C 3.2822 4.0859 4.9873 -0.029
C 1.6389 3.9531 3.0900 0.006
C 1.0415 3.3061 2.0237 -0.313
C -0.0993 3.9893 1.3122 -0.081
C 0.1536 2.6504 -2.4114 -0.308
C -1.3101 2.3026 -2.3416 -0.079
C 0.5825 3.5200 -3.4019 0.004
H 3.4126 4.8183 -4.7664 0.084
H 2.1140 5.8918 -4.2552 0.096
H 1.8144 4.7032 -5.5143 0.087
H 3.8884 3.5739 -2.7647 0.132
H 4.4305 1.6509 -1.4249 0.098
H 3.2397 0.8716 -0.4024 0.033
H 3.8372 2.4880 0.0115 0.103
H 3.9195 -2.1314 -0.5780 0.126
H 5.4189 -1.4833 -2.4378 0.115
H 4.5097 -0.2720 -4.3892 0.115
H 2.0996 0.2749 -4.4893 0.117
H 0.6222 -0.3485 -2.6289 0.077
H 2.7287 -0.4248 1.2106 0.028
H 3.3881 -0.4816 2.8577 0.093
H 4.2521 0.3473 1.5838 0.102
H 3.9506 1.6687 3.9486 0.130
H 4.1658 3.5695 5.3549 0.082
H 2.5651 4.1562 5.8063 0.092
H 3.5663 5.1026 4.7176 0.091
H 1.2861 4.9395 3.3659 0.130
H -0.1827 5.0221 1.6438 0.093
H -1.0546 3.5002 1.5283 0.073
H 0.0414 4.0176 0.2275 0.064
H -1.4690 1.2281 -2.2380 0.021
H -1.8119 2.6186 -3.2540 0.094
H -1.8098 2.7993 -1.5045 0.084
H -0.1458 3.9215 -4.0964 0.128
```

## Properties
- net charge = +2
- DFT total energy (a.u.) = -3291.7990
- spin multiplicity = 1
- relative energy (zero: lowest compared OMol25 entry of this formula, charge and spin) (kcal/mol) = 20.9
- molecular weight (g mol⁻¹) = 1058.87

(2)
ORCA calculation (ωB97M-V/def2-TZVPD) on a molecular structure, C40H52N4O12Se2SiSn.

XYZ file:
```
112
Properties=species:S:1:pos:R:3:lowdin_charge:R:1
Sn -0.9709 -0.2664 -0.8377 0.923
O -0.8592 -3.8734 -4.4522 0.097
C -0.5550 -2.7389 -3.7719 -0.459
O -1.3788 -2.1071 -3.1821 0.020
C 0.9038 -2.4018 -3.8548 -0.170
C 1.8228 -3.2525 -4.4575 0.008
C 3.1454 -2.8462 -4.5154 -0.047
C 3.4932 -1.6201 -3.9754 -0.001
C 2.4919 -0.8406 -3.4031 -0.165
N 1.2278 -1.2240 -3.3428 0.213
C 2.7978 0.5376 -2.8689 -0.445
O 4.0815 0.6613 -2.4142 0.040
O 2.0216 1.4381 -2.9101 0.164
H -1.8049 -4.0165 -4.2932 0.130
H 1.4979 -4.2021 -4.8546 0.113
H 3.8964 -3.4794 -4.9700 0.105
H 4.5082 -1.2513 -4.0004 0.116
H 4.0720 0.5520 -1.4311 0.087
O -6.0128 5.9505 0.7780 -0.063
C -5.6537 5.7447 -0.3983 -0.695
O -5.9188 6.3787 -1.4393 -0.065
C -4.7210 4.5234 -0.5944 -0.097
C -4.3799 3.7012 0.4615 0.042
C -3.4944 2.6435 0.2605 -0.216
N -2.9250 2.4030 -0.9199 0.125
C -3.2792 3.1711 -1.9537 -0.195
C -4.1759 4.2282 -1.8290 0.041
C -2.6782 2.8516 -3.2865 -0.197
C -2.9356 3.6446 -4.4104 -0.020
C -2.3537 3.3171 -5.6191 -0.089
C -1.5329 2.2020 -5.6910 -0.082
C -1.3471 1.4675 -4.5314 -0.135
N -1.8978 1.7781 -3.3661 0.115
C -3.1598 1.7297 1.3981 -0.210
C -3.8343 1.8566 2.6134 -0.007
C -3.5502 1.0008 3.6602 -0.061
C -2.5742 0.0380 3.4913 -0.066
C -1.9265 -0.0054 2.2706 -0.215
N -2.2055 0.7995 1.2491 0.017
H -4.8170 3.9443 1.4179 0.099
H -4.4864 4.8502 -2.6549 0.099
H -3.5808 4.5070 -4.3429 0.097
H -2.5448 3.9250 -6.4956 0.096
H -1.0465 1.9102 -6.6128 0.089
H -0.7175 0.5866 -4.5263 0.091
H -4.6025 2.6032 2.7341 0.100
H -4.0911 1.0886 4.5948 0.102
H -2.3251 -0.6753 4.2650 0.105
H -1.1641 -0.7464 2.0790 0.036
O -3.9505 -5.6655 1.0884 -0.085
C -4.6053 -4.6654 0.3180 -0.232
C -3.8023 -3.3657 0.1500 -0.580
C -3.6799 -2.6962 1.5180 -0.254
O -2.9455 -3.4808 2.4711 -0.127
C -4.6026 -2.4374 -0.7684 -0.557
Se -3.8051 -0.6540 -1.1244 0.483
C -2.4506 -3.6952 -0.5158 -0.507
Se -0.8231 -2.8298 0.1775 0.575
H -3.5276 -5.1812 1.8177 0.059
H -5.5711 -4.4139 0.7809 0.118
H -4.8129 -5.0994 -0.6653 0.120
H -4.6801 -2.5537 1.9366 0.133
H -3.2225 -1.7153 1.3941 0.042
H -2.0201 -3.4262 2.1632 -0.007
H -5.5919 -2.2558 -0.3392 0.049
H -4.7451 -2.9399 -1.7290 0.049
H -2.5022 -3.3785 -1.5554 0.016
H -2.2503 -4.7652 -0.4764 0.051
C 5.1692 -2.2101 -0.3635 -0.038
C 4.2781 -1.7780 0.7955 -0.635
C 5.1206 -1.6980 2.0699 -0.032
C 3.1329 -2.7761 0.9622 -0.033
O 3.7901 -0.4683 0.4836 -0.132
Si 2.3603 0.2163 1.0737 -0.003
O 1.0434 -0.3889 0.4681 -0.484
O 2.5083 1.8006 0.6641 -0.088
C 3.4699 2.8163 0.8806 -0.642
C 4.2699 2.5869 2.1617 -0.029
C 4.4161 2.8469 -0.3183 -0.030
C 2.6900 4.1242 0.9675 -0.026
O 2.6460 0.0378 2.7053 -0.130
C 1.7438 0.0816 3.7993 -0.636
C 0.8198 1.2919 3.6723 -0.019
C 2.6045 0.2240 5.0519 -0.035
C 0.9729 -1.2356 3.8572 -0.025
H 5.6761 -3.1465 -0.1192 0.081
H 5.9224 -1.4453 -0.5664 0.084
H 4.5749 -2.3657 -1.2628 0.071
H 5.4119 -2.6989 2.3982 0.082
H 4.5452 -1.2137 2.8561 0.065
H 6.0248 -1.1112 1.8869 0.082
H 3.5196 -3.7979 0.9643 0.087
H 2.4081 -2.6665 0.1545 0.062
H 2.5928 -2.6037 1.8937 0.070
H 4.7915 1.6296 2.1177 0.079
H 3.6111 2.5696 3.0302 0.067
H 5.0017 3.3886 2.2887 0.084
H 5.0439 1.9532 -0.3216 0.077
H 5.0604 3.7288 -0.2820 0.085
H 3.8348 2.8640 -1.2406 0.081
H 1.9679 4.0674 1.7837 0.082
H 2.1361 4.2821 0.0417 0.092
H 3.3573 4.9717 1.1396 0.079
H 1.3880 2.2160 3.8025 0.078
H 0.0305 1.2611 4.4246 0.084
H 0.3556 1.3212 2.6863 0.074
H 3.1783 1.1517 5.0093 0.075
H 3.3030 -0.6121 5.1210 0.078
H 1.9795 0.2352 5.9477 0.084
H 0.5191 -1.4550 2.8927 0.053
H 0.1983 -1.2097 4.6271 0.083
H 1.6608 -2.0529 4.0866 0.084
```

## Properties
- net charge = -2
- DFT total energy (a.u.) = -7984.4083
- spin multiplicity = 1
- relative energy (zero: lowest compared OMol25 entry of this formula, charge and spin) (kcal/mol) = 22.9
- molecular weight (g mol⁻¹) = 1085.59

Highest occupied orbital energy? In order: -13.05 -1.93 eV.
Max |F|? In order: 1.897 0.604 eV/Å.
E_LUMO? In order: -5.10 3.55 eV.